Arrangement 1

{
  "formula": "C2H5N3S2",
  "method": "ωB97M-V/def2-TZVPD",
  "symbols": ["C", "C", "N", "N", "N", "S", "S", "H", "H", "H", "H", "H"],
  "xyz": [[2.200, -0.303, -0.796], [3.065, 0.057, -1.875], [1.205, 0.526, -0.638], [2.690, 1.176, -2.456], [-2.404, 0.090, 1.133], [-2.139, 1.763, 0.687], [1.329, 1.715, -1.807], [2.240, -1.208, -0.068], [3.960, -0.590, -2.143], [-2.607, 1.571, -0.543], [-3.278, -0.108, 1.627], [-1.546, -0.144, 1.586]],
  "lumo_energy_ev": 0.45,
  "homo_lumo_gap_ev": 9.3401
}

Arrangement 2

{
  "formula": "C2H5N3S2",
  "method": "ωB97M-V/def2-TZVPD",
  "symbols": ["C", "N", "N", "S", "H", "H", "N", "C", "S", "H", "H", "H"],
  "xyz": [[-0.736, -1.530, -0.896], [-0.569, -1.283, 0.338], [-0.781, -1.365, 1.525], [-0.021, -1.100, 2.896], [-0.647, -2.602, -1.333], [-1.007, -0.621, -1.473], [0.669, 1.374, 0.593], [0.543, 1.642, -0.746], [1.165, 0.520, -1.721], [1.376, 0.664, 0.758], [0.116, 1.893, 1.276], [-0.108, 2.407, -1.216]],
  "lumo_energy_ev": -0.19,
  "smiles": "C=NN=S.NC=S",
  "homo_lumo_gap_ev": 7.7594
}

Arrangement 3

{
  "formula": "C2H5N3S2",
  "method": "ωB97M-V/def2-TZVPD",
  "symbols": ["C", "C", "H", "H", "H", "H", "H", "N", "N", "N", "S", "S"],
  "xyz": [[-0.721, -0.653, -0.060], [1.420, 0.320, -0.172], [-3.426, -1.835, 1.096], [-1.576, -2.621, -0.097], [-0.003, -1.530, -0.016], [-1.464, 1.646, -0.891], [1.963, 1.242, -0.497], [-2.632, -1.779, -0.153], [-1.963, -0.507, 0.010], [0.127, 0.484, 0.078], [-0.481, 2.122, 0.081], [2.455, -1.015, 0.060]],
  "lumo_energy_ev": -0.34,
  "homo_lumo_gap_ev": 8.4544
}

Arrangement 4

{
  "formula": "C2H5N3S2",
  "method": "ωB97M-V/def2-TZVPD",
  "symbols": ["C", "C", "H", "H", "H", "H", "H", "N", "N", "N", "S", "S"],
  "xyz": [[0.163, -0.093, 1.061], [-0.081, 0.257, -1.434], [-0.152, -1.206, 2.865], [-0.458, -2.265, 1.389], [0.366, -1.468, -0.548], [-0.190, 2.155, -2.090], [0.086, 2.078, -0.343], [0.358, -1.324, 1.809], [0.120, -0.525, -0.307], [-0.158, 1.563, -1.228], [0.288, 1.396, 1.761], [-0.342, -0.567, -2.935]],
  "lumo_energy_ev": -0.51,
  "homo_lumo_gap_ev": 8.0287
}

Relative energy table, unit eV: arrangement 1 0.192; arrangement 2 2.922; arrangement 3 4.820; arrangement 4 0.000

Arrangement 1

{
  "formula": "C6H6O",
  "method": "ωB97M-V/def2-TZVPD",
  "symbols": ["C", "C", "C", "C", "O", "C", "C", "H", "H", "H", "H", "H", "H"],
  "xyz": [[0.022, 1.391, 0.243], [1.266, 0.758, 0.292], [1.460, -0.653, -0.104], [0.500, -1.569, -0.124], [-0.651, -1.212, 0.749], [-1.593, -0.515, 0.034], [-1.226, 0.770, -0.241], [-0.004, 2.555, 0.307], [2.141, 1.351, 0.580], [2.407, -0.879, -0.569], [0.315, -2.600, -0.485], [-2.604, -0.981, -0.168], [-2.032, 1.583, -0.515]],
  "lumo_energy_ev": 0.56,
  "smiles": "C1=CC=COC=C1",
  "homo_lumo_gap_ev": 9.0556
}

Arrangement 2

{
  "formula": "C6H6O",
  "method": "ωB97M-V/def2-TZVPD",
  "symbols": ["O", "C", "C", "C", "C", "C", "C", "H", "H", "H", "H", "H", "H"],
  "xyz": [[0.284, -0.820, 1.859], [0.582, -0.778, 0.506], [-0.657, -0.843, -0.410], [-1.029, 0.478, -0.802], [-1.181, 1.673, -1.108], [0.596, 1.251, -0.410], [1.441, 0.418, 0.161], [-0.070, 0.055, 2.075], [1.201, -1.647, 0.342], [-1.458, -1.367, 0.104], [-0.445, -1.395, -1.327], [-1.720, 2.506, -1.523], [2.455, 0.469, 0.532]],
  "lumo_energy_ev": 0.49,
  "homo_lumo_gap_ev": 8.0237
}

Arrangement 3

{
  "formula": "C6H6O",
  "method": "ωB97M-V/def2-TZVPD",
  "symbols": ["C", "C", "C", "C", "C", "O", "C", "H", "H", "H", "H", "H", "H"],
  "xyz": [[0.757, 2.635, 0.253], [-0.229, 1.928, 0.195], [-0.468, 0.521, 0.078], [-1.154, -0.428, 0.705], [-0.448, -1.747, 0.493], [0.636, -1.471, -0.386], [0.762, -0.081, -0.558], [1.623, 3.246, 0.351], [-2.002, -0.313, 1.368], [-0.059, -2.151, 1.443], [-1.083, -2.525, 0.047], [0.913, 0.142, -1.621], [1.581, 0.467, -0.017]],
  "lumo_energy_ev": 0.75,
  "smiles": "C#CC1=CCOC1",
  "homo_lumo_gap_ev": 9.8114
}

Relative energy table, unit eV: arrangement 1 0.000; arrangement 2 4.540; arrangement 3 0.933